C21H31ClNO2P2Ti | the ωB97M-V functional and the def2-TZVPD basis

Its HOMO energy (alpha / beta) is -14.4 / -14.4 eV. The orbital gap (alpha / beta) comes out at 5.97 / 6.90 eV. The molar mass is 474.75 g mol⁻¹. As for the charge: +2. The expectation value of S² is 1.2287. Its spin multiplicity is 2.

Geometry (Å):
1 C 0.432 -0.284 -6.250
2 C 0.726 -0.287 -4.780
3 H 1.397 -0.175 -6.763
4 H -0.226 0.572 -6.531
5 H -0.044 -1.221 -6.577
6 O 1.833 -0.281 -4.250
7 Cl -0.807 -0.274 -3.759
8 Ti 0.089 -0.055 -0.796
9 P 0.023 2.380 -1.176
10 C 1.379 3.312 -0.390
11 C 0.125 2.750 -2.945
12 H 0.218 3.839 -3.072
13 H -1.585 4.218 -1.005
14 H -0.790 2.394 -3.433
15 H -2.353 2.616 -1.157
16 H 2.337 2.805 -0.578
17 H 0.993 2.230 -3.382
18 C -1.536 3.169 -0.689
19 H 1.416 4.339 -0.784
20 H -1.659 3.106 0.397
21 H 1.218 3.332 0.698
22 P 0.245 -2.516 -0.923
23 C 1.670 -3.264 -0.095
24 C -1.254 -3.378 -0.369
25 H -0.372 -2.561 -3.231
26 H 0.445 -4.096 -2.763
27 H 1.394 -2.579 -3.046
28 C 0.457 -2.998 -2.658
29 H -2.111 -2.955 -0.907
30 H -1.229 -4.460 -0.536
31 H 1.730 -4.339 -0.303
32 H 1.589 -3.102 0.984
33 H -1.394 -3.182 0.699
34 H 2.585 -2.769 -0.443
35 C 2.033 0.061 -0.762
36 O 3.151 0.167 -0.362
37 C -1.337 3.332 3.609
38 C 0.012 3.082 3.315
39 C 0.362 2.020 2.478
40 C -0.664 1.190 1.950
41 C -2.006 1.416 2.303
42 C -2.344 2.453 3.166
43 N -0.372 -0.023 1.272
44 C -0.260 -1.065 2.218
45 C 1.052 -1.359 2.660
46 C 1.257 -2.274 3.674
47 C 0.158 -2.857 4.313
48 C -1.159 -2.511 3.947
49 C -1.378 -1.662 2.856
50 H -1.600 4.205 4.208
51 H 0.789 3.735 3.713
52 H 1.412 1.735 2.347
53 H -2.763 0.681 2.008
54 H -3.379 2.592 3.474
55 H 1.879 -0.753 2.252
56 H 2.282 -2.552 3.942
57 H 0.336 -3.577 5.126
58 H -2.004 -2.952 4.498
59 H -2.401 -1.368 2.610

Atom charges from the Löwdin analysis, given in e for atoms 1 to 6: -0.036, -0.685, 0.109, 0.113, 0.110, 0.047